{
  "formula": "C47H62OP2SSiSn",
  "method": "the ωB97M-V functional and the def2-TZVPD basis",
  "gap_ev": 6.43,
  "e_tot_ha": -3487.56403,
  "de_lowest_kcal_mol": 46.19,
  "fmax_ev_per_a": 0.769,
  "total_charge": 2,
  "e_homo_ev": -13.10,
  "symbols": ["Sn", "C", "Si", "C", "C", "C", "C", "C", "C", "P", "C", "C", "C", "C", "C", "C", "C", "C", "C", "C", "C", "C", "C", "C", "C", "C", "C", "C", "P", "C", "C", "C", "C", "C", "C", "C", "C", "C", "C", "C", "C", "H", "H", "H", "H", "H", "H", "H", "H", "H", "H", "H", "H", "H", "H", "H", "H", "H", "H", "H", "H", "H", "H", "H", "H", "H", "H", "H", "H", "H", "H", "H", "H", "H", "H", "H", "H", "H", "H", "H", "H", "H", "H", "H", "H", "H", "H", "H", "H", "H", "H", "H", "H", "H", "H", "H", "C", "C", "O", "S", "C", "C", "C", "C", "C", "C", "C", "C", "H", "H", "H", "H", "H", "H", "H"],
  "xyz": [[1.8853, 0.9681, 2.6574], [1.8511, -2.1929, 3.8405], [1.4530, -1.5705, 2.0762], [-0.4295, -1.8815, 2.0202], [-0.9363, -3.1442, 1.7192], [-2.2844, -3.4345, 1.8730], [-3.1586, -2.4548, 2.3223], [-2.6748, -1.1957, 2.6396], [-1.3189, -0.9003, 2.4871], [-0.6935, 0.7222, 3.0453], [-1.2595, 0.8517, 4.8161], [-0.1686, 1.5344, 5.6674], [-0.7454, 1.9550, 7.0171], [-1.7752, 3.0817, 6.8273], [-2.5198, 2.9418, 5.4874], [-2.6423, 1.4700, 5.1015], [-1.3531, 2.0515, 1.9223], [-2.8522, 2.3574, 1.9740], [-3.2384, 3.3179, 0.8332], [-2.1056, 4.2925, 0.4776], [-1.2662, 4.5978, 1.7130], [-0.5257, 3.3368, 2.1713], [2.5527, -2.6728, 0.9540], [3.1429, -3.7428, 1.6342], [4.1924, -4.4852, 1.1165], [4.7309, -4.1529, -0.1109], [4.1515, -3.1320, -0.8398], [3.0586, -2.4144, -0.3432], [2.4499, -1.1999, -1.5250], [2.1807, -1.9880, -3.1736], [1.6487, -1.0116, -4.2305], [0.7955, -1.8139, -5.2258], [1.4011, -3.2109, -5.4589], [2.9178, -3.1716, -5.2744], [3.2935, -2.8384, -3.8120], [3.4904, 0.3088, -1.3695], [2.8613, 1.5908, -1.9613], [3.4899, 1.9608, -3.3031], [4.9854, 2.2782, -3.1337], [5.6186, 1.4360, -2.0130], [4.9171, 0.0823, -1.8993], [1.4772, -3.2066, 3.9936], [1.3590, -1.5654, 4.5917], [2.9225, -2.1862, 4.0495], [-0.2599, -3.9215, 1.3788], [-2.6471, -4.4343, 1.6711], [-4.2124, -2.6674, 2.4445], [-3.3630, -0.4574, 3.0287], [-1.2973, -0.2079, 5.0874], [0.2210, 2.4259, 5.1635], [0.6726, 0.8476, 5.8072], [0.0569, 2.2862, 7.6755], [-1.2113, 1.0852, 7.4863], [-1.2747, 4.0502, 6.8659], [-2.4866, 3.0585, 7.6532], [-1.9819, 3.4880, 4.7061], [-3.5129, 3.3848, 5.5629], [-3.3262, 1.3453, 4.2654], [-3.0793, 0.9259, 5.9414], [-1.1265, 1.6649, 0.9207], [-3.0884, 2.8354, 2.9234], [-3.4391, 1.4417, 1.8860], [-4.1235, 3.8743, 1.1448], [-3.5183, 2.7468, -0.0454], [-2.5219, 5.2147, 0.0731], [-1.4567, 3.8667, -0.2971], [-1.9198, 4.9626, 2.5089], [-0.5449, 5.3886, 1.5069], [-0.2791, 3.4306, 3.2329], [0.4218, 3.2582, 1.6201], [2.7736, -4.0143, 2.6136], [4.6024, -5.3091, 1.6850], [5.5931, -4.6791, -0.4970], [4.5660, -2.8714, -1.8046], [1.3591, -2.6576, -2.8907], [2.4975, -0.5758, -4.7591], [1.0652, -0.1960, -3.8041], [0.7551, -1.2608, -6.1651], [-0.2294, -1.9039, -4.8570], [1.1516, -3.5556, -6.4613], [0.9769, -3.9381, -4.7612], [3.3454, -2.4408, -5.9636], [3.3476, -4.1373, -5.5385], [4.2524, -2.3158, -3.8001], [3.4008, -3.7699, -3.2561], [3.5377, 0.4109, -0.2765], [3.0411, 2.4130, -1.2626], [1.7776, 1.4832, -2.0557], [2.9716, 2.8213, -3.7262], [3.3616, 1.1341, -4.0030], [5.1213, 3.3369, -2.9101], [5.4972, 2.0876, -4.0778], [5.5361, 1.9570, -1.0551], [6.6802, 1.2922, -2.2080], [5.4691, -0.5825, -1.2339], [4.8911, -0.3806, -2.8903], [-8.0007, 0.5203, -3.5274], [-6.6318, 0.1829, -3.0313], [-6.2265, 0.2393, -1.9062], [-5.5486, -0.2767, -4.4150], [-4.0096, -0.4228, -3.5600], [-2.9541, 0.3970, -3.9527], [-1.7526, 0.3398, -3.2760], [-1.5966, -0.5516, -2.2037], [-2.6485, -1.3985, -1.8421], [-3.8522, -1.3267, -2.5124], [-0.3095, -0.6665, -1.6327], [0.8171, -0.7117, -1.1776], [-8.7479, 0.3108, -2.7645], [-8.2355, -0.0153, -4.4453], [-8.0233, 1.5904, -3.7451], [-3.0937, 1.0865, -4.7747], [-0.9289, 0.9836, -3.5609], [-2.5083, -2.1166, -1.0468], [-4.6711, -1.9739, -2.2335]],
  "atomic_forces_ev_per_a": [[0.0344, -0.2823, -0.0356], [0.1281, 0.4709, -0.1173], [-0.3566, -0.6545, 0.1895], [0.3066, 0.3737, -0.1535], [0.0622, -0.0372, -0.0900], [0.0034, -0.0427, -0.0038], [0.0116, 0.0347, 0.0125], [-0.0372, 0.0046, -0.0017], [0.1495, 0.0281, -0.0153], [-0.7128, -0.0584, -0.1314], [0.3663, 0.0116, -0.0988], [0.0021, 0.0075, 0.1088], [0.0197, 0.0904, -0.0890], [0.0313, -0.0879, -0.0497], [0.0209, -0.0683, 0.1744], [-0.0599, 0.0945, -0.1189], [0.1734, -0.0493, 0.2124], [-0.0244, 0.0369, -0.1072], [0.1652, 0.0063, 0.0179], [-0.0194, 0.0487, 0.1108], [-0.0248, -0.0140, -0.1630], [-0.0525, 0.0218, -0.0358], [0.0589, 0.3996, -0.1458], [-0.2111, -0.0306, 0.0836], [0.0637, -0.0987, -0.0898], [0.1113, -0.0824, 0.0914], [-0.0757, 0.2390, -0.0129], [0.0123, -0.1182, 0.0277], [-0.2336, 0.2947, 0.0413], [0.3610, 0.1101, 0.1519], [-0.1370, -0.0319, -0.0119], [0.1116, -0.0601, 0.0075], [0.0681, 0.1276, -0.0580], [-0.1372, -0.1066, -0.0048], [-0.1260, -0.1360, -0.2353], [-0.1040, -0.2065, -0.1641], [-0.1023, -0.0158, -0.1731], [0.1317, 0.0652, 0.1291], [-0.0547, -0.0559, 0.0462], [-0.0588, -0.0021, -0.1482], [0.1415, 0.0705, 0.0753], [-0.0994, 0.0378, -0.0204], [-0.0362, -0.0101, 0.0395], [-0.0153, 0.0018, 0.0558], [-0.0304, -0.0203, -0.0096], [-0.0158, 0.0268, -0.0618], [0.0188, -0.0385, 0.0075], [0.0036, 0.0195, -0.0157], [0.0375, 0.0010, 0.0284], [0.0172, -0.0298, -0.0079], [0.0394, 0.0214, -0.0448], [-0.0203, -0.0526, 0.0496], [0.0371, 0.0022, 0.0519], [-0.0181, 0.0081, 0.0271], [-0.0054, 0.0347, -0.0049], [-0.0538, 0.0101, -0.0114], [0.0184, 0.0588, -0.0599], [-0.0130, -0.1045, 0.0719], [-0.0105, -0.0288, -0.0176], [0.0107, -0.0512, -0.0090], [0.0017, -0.0886, -0.0309], [-0.0398, 0.0581, 0.0923], [0.0003, -0.0089, -0.0263], [-0.1008, -0.1208, -0.1926], [0.0238, -0.0393, -0.0819], [-0.0564, 0.0285, 0.0044], [0.0234, 0.0059, 0.0412], [-0.0034, 0.0164, 0.0672], [0.1087, 0.0044, -0.0437], [-0.0114, 0.0472, 0.0786], [0.1008, 0.0014, -0.0652], [-0.0030, 0.0130, 0.0303], [-0.0257, -0.0253, -0.0382], [0.0330, -0.0818, 0.1496], [0.0109, 0.0074, 0.0299], [0.0104, 0.0504, 0.0705], [0.0693, 0.0197, -0.0291], [-0.0525, -0.0164, -0.0098], [0.0066, 0.0315, 0.0031], [-0.0137, -0.0665, 0.0287], [-0.0483, -0.0103, -0.0328], [0.0313, 0.0286, 0.0398], [0.0719, 0.0334, -0.0083], [-0.0023, -0.0268, 0.0283], [0.0391, 0.0424, -0.0418], [0.0176, -0.0490, -0.0099], [-0.0586, -0.0514, 0.0329], [0.0310, 0.0718, 0.0591], [-0.0338, -0.0519, -0.0489], [-0.0233, 0.0557, -0.0259], [-0.0035, 0.0035, -0.0234], [0.0342, 0.0240, 0.0112], [0.0551, -0.0206, 0.0192], [0.0159, 0.0040, 0.0637], [-0.0278, -0.0470, -0.0324], [0.0057, -0.0372, 0.0195], [-0.2176, 0.0844, 0.0724], [0.4271, -0.0267, -0.0467], [-0.2881, 0.0204, -0.0147], [0.0110, -0.1111, -0.0397], [-0.0863, 0.1070, -0.0342], [-0.0319, 0.0286, 0.0708], [0.0110, 0.0205, 0.1121], [-0.2139, -0.0181, -0.5021], [0.0907, -0.0200, 0.1151], [-0.0102, 0.0275, -0.0327], [0.1121, 0.1777, 0.5434], [0.0869, -0.2237, 0.1856], [0.0593, -0.0223, 0.0325], [-0.0024, -0.0132, 0.0030], [0.0053, -0.0065, 0.0034], [0.0264, 0.0168, 0.0264], [-0.0478, -0.0139, -0.0219], [0.0093, -0.0190, 0.0986], [0.0009, 0.0025, 0.0066]]
}

---

{
  "formula": "C47H63FNO5P2SSbTi",
  "method": "the ωB97M-V functional and the def2-TZVPD basis",
  "gap_ev": [6.92, 7.06],
  "e_tot_ha": -4530.49288,
  "de_lowest_kcal_mol": 0.00,
  "fmax_ev_per_a": 0.570,
  "total_charge": -1,
  "spin_multiplicity": 2,
  "s_squared": 0.753,
  "e_homo_ev": [-4.52, -4.66],
  "symbols": ["Ti", "C", "C", "C", "P", "C", "C", "C", "C", "C", "C", "C", "C", "C", "C", "N", "C", "C", "C", "C", "C", "C", "C", "P", "C", "C", "C", "C", "C", "C", "H", "H", "H", "H", "H", "H", "H", "H", "H", "H", "H", "H", "H", "H", "H", "H", "H", "H", "H", "H", "H", "H", "H", "H", "H", "H", "H", "H", "H", "H", "H", "H", "H", "H", "H", "H", "H", "H", "H", "H", "O", "S", "O", "O", "O", "O", "H", "H", "F", "C", "C", "C", "C", "C", "C", "C", "Sb", "C", "C", "C", "C", "C", "C", "C", "C", "C", "C", "C", "C", "C", "C", "H", "H", "H", "H", "H", "H", "H", "H", "H", "H", "H", "H", "H", "H", "H", "H", "H", "H", "H", "H", "H"],
  "xyz": [[0.1468, -1.1350, 0.2778], [1.9225, 1.5008, 3.4596], [0.8939, 0.5338, 4.0516], [1.2453, 0.1835, 5.5002], [0.5967, -0.8711, 2.8905], [1.7101, -2.3050, 3.2770], [1.3146, -3.1741, 4.4662], [3.1746, -1.8761, 3.3340], [-1.0671, -1.4887, 3.3079], [-1.7736, -1.1298, 4.4528], [-3.0581, -1.5846, 4.7069], [-3.7919, -1.2014, 5.9618], [-3.6485, -2.4078, 3.7483], [-2.9797, -2.7697, 2.5962], [-1.6632, -2.3394, 2.3546], [-0.9767, -2.6560, 1.1782], [-1.2399, -3.8673, 0.5523], [-1.5575, -5.0327, 1.2742], [-1.8250, -6.2316, 0.6417], [-1.7740, -6.3574, -0.7436], [-2.0774, -7.6557, -1.4370], [-1.4017, -5.2276, -1.4587], [-1.1218, -4.0075, -0.8502], [-0.5031, -2.5851, -1.7981], [-1.9352, -1.9575, -2.7855], [-2.3201, -2.7589, -4.0236], [-3.1338, -1.7785, -1.8536], [0.6849, -3.3055, -3.0011], [1.2673, -2.1730, -3.8496], [1.7852, -4.1053, -2.3131], [2.1615, 2.2725, 4.1968], [1.5343, 1.9863, 2.5644], [2.8454, 0.9959, 3.1755], [-0.0738, 1.0456, 4.0302], [2.3048, -0.0572, 5.5966], [0.6762, -0.6541, 5.9023], [1.0533, 1.0534, 6.1341], [1.6017, -2.9087, 2.3704], [1.3854, -2.6375, 5.4145], [1.9945, -4.0289, 4.5232], [0.2982, -3.5571, 4.3713], [3.4132, -1.3862, 4.2806], [3.4348, -1.2045, 2.5153], [3.8114, -2.7604, 3.2535], [-1.3196, -0.4551, 5.1680], [-3.2271, -0.4665, 6.5361], [-3.9608, -2.0661, 6.6085], [-4.7696, -0.7678, 5.7396], [-4.6681, -2.7513, 3.8927], [-3.4873, -3.3622, 1.8477], [-1.5880, -4.9876, 2.3543], [-2.0658, -7.1009, 1.2454], [-2.3439, -8.4301, -0.7168], [-1.2208, -8.0186, -2.0099], [-2.9121, -7.5536, -2.1348], [-1.2962, -5.3103, -2.5368], [-1.6116, -0.9595, -3.0968], [-2.6599, -3.7630, -3.7568], [-1.5019, -2.8525, -4.7388], [-3.1485, -2.2614, -4.5353], [-3.5622, -2.7488, -1.5903], [-3.9001, -1.1849, -2.3573], [-2.8599, -1.2583, -0.9336], [0.1050, -3.9714, -3.6516], [1.8012, -1.4526, -3.2274], [0.4950, -1.6310, -4.4013], [1.9736, -2.5823, -4.5760], [2.3052, -3.4958, -1.5736], [2.5135, -4.4238, -3.0626], [1.3934, -4.9930, -1.8146], [3.0607, 0.2197, 0.7044], [2.6710, -0.5976, -0.4311], [3.7311, -0.9212, -1.3466], [2.0132, -1.9010, 0.1070], [1.4581, 0.0011, -1.1137], [-1.5811, 1.9837, 2.3132], [-1.1710, 1.3882, 1.6617], [-2.4935, 1.6749, 2.3156], [-1.2782, 0.0943, 0.2532], [-1.7327, 5.6381, -1.3180], [-0.5629, 5.9948, -0.4409], [-0.5036, 7.3059, 0.0358], [0.5135, 7.7443, 0.8633], [1.5064, 6.8524, 1.2362], [1.4489, 5.5500, 0.7703], [0.4392, 5.0915, -0.0770], [0.8637, 2.9798, -0.4868], [-0.5970, 2.4509, -1.9839], [-1.9003, 2.4784, -1.4894], [-2.9896, 2.1224, -2.2662], [-2.7811, 1.7159, -3.5740], [-1.4888, 1.6395, -4.0651], [-0.3815, 1.9803, -3.2865], [0.9854, 1.8126, -3.8877], [2.6304, 3.5061, -1.5972], [3.7894, 2.8786, -1.1474], [5.0291, 3.1595, -1.7034], [5.1214, 4.0851, -2.7283], [3.9741, 4.7170, -3.1832], [2.7240, 4.4454, -2.6331], [1.5439, 5.2075, -3.1656], [-2.1409, 6.5366, -1.7842], [-2.5346, 5.1753, -0.7388], [-1.4723, 4.9341, -2.1032], [-1.2832, 7.9991, -0.2635], [0.5301, 8.7699, 1.2119], [2.3181, 7.1610, 1.8834], [2.2409, 4.8701, 1.0779], [-2.0746, 2.7787, -0.4600], [-3.9887, 2.1508, -1.8483], [-3.6180, 1.4332, -4.2026], [-1.3217, 1.2876, -5.0784], [0.9312, 1.1528, -4.7553], [1.6846, 1.3783, -3.1751], [1.3987, 2.7634, -4.2249], [3.7227, 2.1326, -0.3632], [5.9083, 2.6405, -1.3431], [6.0786, 4.3079, -3.1846], [4.0437, 5.4386, -3.9911], [1.6492, 5.3806, -4.2390], [1.4625, 6.1803, -2.6738], [0.6056, 4.6842, -3.0037]],
  "atomic_forces_ev_per_a": [[-0.2561, 0.0789, -0.5034], [0.0227, 0.0230, 0.0010], [-0.0501, 0.0115, -0.0301], [0.0203, -0.0109, 0.0202], [-0.1634, -0.0648, -0.2515], [0.0033, -0.0640, -0.0575], [0.0320, 0.0103, 0.0636], [0.0914, 0.0294, 0.0006], [-0.0163, -0.1161, 0.0139], [-0.0273, 0.0544, -0.0348], [-0.0337, -0.0586, -0.0539], [-0.0423, 0.0268, 0.0686], [-0.0071, 0.0499, -0.0133], [0.0665, 0.1693, 0.0454], [0.0087, -0.1027, 0.0281], [0.1643, 0.1715, 0.0403], [0.0251, -0.1745, -0.0911], [-0.0194, 0.0086, -0.0530], [0.0190, 0.0023, 0.0144], [0.0049, 0.0967, 0.0128], [-0.0184, -0.1030, -0.0442], [0.0464, -0.0772, 0.0167], [-0.0358, -0.1053, -0.0944], [-0.2251, 0.0617, 0.4245], [0.0277, 0.0511, -0.0252], [-0.0206, -0.0519, 0.0039], [-0.0074, 0.0201, 0.0344], [-0.1513, 0.0966, -0.1732], [0.0433, 0.0820, -0.0308], [0.0849, 0.0060, 0.0702], [-0.0252, 0.0282, -0.0057], [0.0238, -0.0415, -0.0219], [0.0161, 0.0087, 0.0195], [0.0091, -0.0218, 0.0213], [-0.0015, -0.0408, -0.0133], [-0.0262, 0.0343, -0.0208], [0.0280, 0.0081, 0.0078], [-0.0486, 0.0106, 0.0234], [0.0182, 0.0004, -0.0323], [-0.0067, -0.0172, 0.0023], [-0.0166, 0.0190, -0.0099], [-0.0150, 0.0174, -0.0032], [-0.0287, -0.0151, -0.0079], [0.0085, -0.0107, 0.0234], [0.0083, -0.0055, 0.0079], [0.0080, 0.0038, -0.0048], [0.0014, -0.0065, -0.0049], [-0.0024, -0.0035, -0.0097], [-0.0045, -0.0015, 0.0192], [0.0193, -0.0692, -0.0020], [-0.0186, 0.0239, 0.0341], [-0.0044, 0.0018, 0.0015], [0.0022, 0.0030, 0.0046], [0.0078, 0.0148, 0.0060], [0.0003, 0.0090, 0.0084], [-0.0144, 0.0107, 0.0008], [0.0339, 0.0294, -0.0218], [0.0141, -0.0015, 0.0196], [0.0142, 0.0071, 0.0111], [-0.0078, 0.0041, 0.0034], [0.0027, 0.0027, 0.0136], [-0.0344, -0.0132, -0.0017], [0.0076, 0.0060, -0.0176], [0.0727, -0.0160, 0.0132], [0.0151, -0.0325, 0.0229], [-0.0253, 0.0033, 0.0145], [-0.0062, 0.0010, -0.0073], [0.0043, -0.0113, -0.0329], [0.0065, -0.0328, -0.0019], [-0.0233, 0.0176, 0.0096], [0.2183, 0.0587, 0.0302], [-0.0523, -0.3126, -0.0382], [-0.0352, -0.0119, -0.1993], [-0.1244, 0.2948, 0.4138], [0.0239, 0.3199, 0.3314], [-0.0061, -0.0619, -0.0666], [-0.0818, 0.0682, -0.0644], [0.0155, -0.0037, 0.0663], [0.4791, -0.2354, 0.0467], [-0.0271, 0.0309, -0.0910], [-0.1309, 0.0668, -0.0495], [-0.0644, 0.0319, -0.0338], [0.0520, 0.0269, 0.0395], [-0.0121, 0.0295, 0.0208], [0.1735, 0.0190, 0.0914], [0.0680, -0.0733, -0.0156], [-0.1078, -0.1171, 0.0659], [-0.0436, -0.0093, -0.0699], [-0.0270, -0.0624, 0.0647], [-0.0410, -0.0124, 0.0236], [-0.0711, -0.0409, -0.0168], [0.0251, -0.0403, -0.0336], [-0.0012, 0.0615, 0.0289], [0.0751, -0.0593, -0.0491], [-0.0373, 0.0440, -0.1306], [-0.0038, -0.1368, 0.0821], [0.0615, 0.0010, -0.0295], [0.0149, -0.0248, -0.0048], [0.0010, -0.0108, -0.0225], [0.0965, 0.0683, 0.0564], [-0.0813, 0.0819, -0.0423], [-0.0135, -0.0039, 0.0064], [0.0086, -0.0077, 0.0283], [0.0680, 0.0162, -0.0269], [0.0027, 0.0031, 0.0061], [0.0020, -0.0021, -0.0025], [-0.0033, 0.0129, 0.0009], [-0.0211, -0.0162, -0.0183], [0.0221, -0.0156, -0.0022], [-0.0035, 0.0035, -0.0025], [0.0058, 0.0069, 0.0018], [-0.0008, 0.0000, 0.0046], [0.0106, -0.0122, 0.0053], [0.0031, -0.0212, 0.0312], [0.0180, 0.0349, 0.0067], [0.0151, 0.0090, 0.0232], [0.0013, -0.0012, -0.0067], [0.0056, 0.0105, 0.0109], [0.0019, 0.0022, -0.0008], [0.0235, 0.0226, 0.0135], [-0.0260, -0.0042, 0.0125], [-0.0747, -0.0732, 0.0341]]
}

---

Which formula does entry 1 have? C47H62OP2SSiSn